Computed, not measured: the molecule C3H3NO3 at a distorted geometry, with the ωB97M-V functional and the def2-TZVPD basis.

Atoms and positions in Å:
O -2.348 -0.528 -0.045
C -1.180 -0.172 0.064
N -0.055 -0.914 0.028
C 1.077 -0.031 0.021
O 2.365 -0.424 -0.101
C 0.593 1.177 -0.014
O -0.794 1.112 0.026
H 0.003 -1.892 -0.226
H 2.640 -0.976 0.652
H 1.019 2.150 -0.097

Calculated values
SMILES string: O=c1[nH]c(O)co1
Energy above the lowest of the compared OMol25 structures with the same formula, charge and spin: 24.3 kcal per mole
LUMO: 0.262 eV
Spin multiplicity: 1
Highest occupied orbital energy: -8.963 eV
Charge: 0

Atom charges from the Löwdin analysis, given in e for atoms 1 to 8: 0.0776 -0.5558 0.2018 -0.3346 0.0855 -0.0106 0.1010 0.1739

---

Computed, not measured: the molecule C3H3NO3 at a distorted geometry, with the ωB97M-V functional and the def2-TZVPD basis.

Atoms and positions in Å:
N 1.647 -0.619 -0.300
C 0.426 -0.206 -0.014
C 0.003 1.040 0.053
O -1.418 0.949 -0.187
C -1.752 -0.233 -0.242
O -2.882 -0.632 -0.044
O -0.737 -0.927 0.105
H 1.889 -1.481 0.260
H 2.145 0.226 -0.025
H 0.680 1.883 0.392

Calculated values
SMILES string: Nc1coc(=O)o1
Energy above the lowest of the compared OMol25 structures with the same formula, charge and spin: 75.4 kcal per mole
LUMO: 0.367 eV
Spin multiplicity: 1
Highest occupied orbital energy: -8.887 eV
Charge: 0

Atom charges from the Löwdin analysis, given in e for atoms 1 to 8: 0.1631 -0.4084 0.0304 0.1648 -0.7049 0.1311 0.2004 0.1507

---

Computed, not measured: the molecule C3H3NO4 at a distorted geometry, with the ωB97M-V functional and the def2-TZVPD basis.

Atoms and positions in Å:
O -2.668 0.204 0.192
C -1.378 -0.049 0.032
N -0.795 -1.312 -0.063
C 0.545 -0.761 -0.063
O 1.550 -1.592 0.167
C 0.591 0.635 -0.158
O 1.588 1.492 0.311
O -0.718 0.993 -0.202
H -3.076 -0.701 0.412
H 2.454 -1.327 -0.328
H 1.907 2.418 -0.300

Calculated values
SMILES string: Oc1nc(O)c(O)o1
Energy above the lowest of the compared OMol25 structures with the same formula, charge and spin: 83.8 kcal per mole
LUMO: 0.229 eV
Spin multiplicity: 1
Highest occupied orbital energy: -7.946 eV
Charge: 0

Atom charges from the Löwdin analysis, given in e for atoms 1 to 8: 0.1309 -0.5133 0.2146 -0.3529 0.0493 -0.3023 -0.0221 0.1844

---

Computed, not measured: a structure of composition C3H3NO4 at a distorted geometry, with the ωB97M-V functional and the def2-TZVPD basis.

Atoms and positions in Å:
C 0.795 -0.366 0.163
C -1.338 -0.150 0.031
C -0.105 0.633 -0.165
H 2.215 0.891 -0.476
H 0.395 -2.541 0.191
H -0.890 2.403 0.560
N 0.289 -1.631 -0.272
O 2.173 -0.165 0.189
O -1.169 -1.403 -0.107
O -2.510 0.322 0.115
O 0.145 2.007 -0.229

Calculated values
Energy above the lowest of the compared OMol25 structures with the same formula, charge and spin: 157.8 kcal per mole
LUMO: -0.776 eV
Spin multiplicity: 1
Highest occupied orbital energy: -9.079 eV
Charge: 0

Atom charges from the Löwdin analysis, given in e for atoms 1 to 8: -0.2865 -0.5055 -0.2345 0.2969 0.1590 0.3457 0.1483 -0.0108

---

Computed, not measured: the molecule C3H3NO4 at a distorted geometry, with the ωB97M-V functional and the def2-TZVPD basis.

Atoms and positions in Å:
C -2.020 -0.154 0.540
C -1.320 0.294 -0.482
C 0.046 0.740 -0.097
N 2.360 -0.644 -0.100
O 0.435 1.813 0.198
O 0.884 -0.373 -0.405
O 2.852 0.194 0.522
O 2.851 -1.662 -0.461
H -2.943 -0.586 0.307
H -1.357 -0.214 1.415
H -1.788 0.592 -1.437

Calculated values
Energy above the lowest of the compared OMol25 structures with the same formula, charge and spin: 13.1 kcal per mole
LUMO (spin up / spin down): 0.101 / -3.339 eV
Spin multiplicity: 3
Highest occupied orbital energy (spin up / spin down): -6.595 / -11.364 eV
Charge: 0

Atom charges from the Löwdin analysis, given in e for atoms 1 to 8: 0.0276 -0.0811 -0.4539 -0.3687 0.1899 0.0549 0.1736 0.1557

---

Computed, not measured: the molecule C3H3NOS at a distorted geometry, with the ωB97M-V functional and the def2-TZVPD basis.

Atoms and positions in Å:
C 0.024 0.070 -0.077
S 0.903 -1.401 -0.738
C 1.051 -2.207 0.725
O 0.288 -1.402 2.086
C 1.598 -3.327 1.271
N 2.003 -4.214 1.901
H -0.810 -0.394 0.520
H 0.013 0.822 -0.891
H 0.601 0.542 0.686

Calculated values
SMILES string: CSC(=O)C#N
Energy above the lowest of the compared OMol25 structures with the same formula, charge and spin: 116.0 kcal per mole
LUMO (spin up / spin down): -2.098 / -2.111 eV
Spin multiplicity: 1
Highest occupied orbital energy (spin up / spin down): -10.223 / -9.655 eV
Charge: 0

Atom charges from the Löwdin analysis, given in e for atoms 1 to 8: -0.3415 0.9927 -0.4892 -0.2510 -0.2681 0.2101 0.0622 0.0551

---

Computed, not measured: the molecule C3H3NOS at a distorted geometry, with the ωB97M-V functional and the def2-TZVPD basis.

Atoms and positions in Å:
C -1.119 -1.003 1.591
C -1.149 -0.026 0.696
C 0.637 0.681 -1.134
N -0.990 -1.751 2.459
O 1.003 -0.564 -0.699
S -0.894 1.244 -0.184
H 1.353 1.402 -0.863
H 0.419 0.680 -2.192
H 0.739 -0.663 0.326

Calculated values
Energy above the lowest of the compared OMol25 structures with the same formula, charge and spin: 82.9 kcal per mole
LUMO: -1.607 eV
Spin multiplicity: 1
Highest occupied orbital energy: -8.745 eV
Charge: 0

Atom charges from the Löwdin analysis, given in e for atoms 1 to 8: -0.3736 -0.4795 -0.4882 0.1604 -0.1371 1.0448 0.0594 0.0905

---

Computed, not measured: the molecule C3H3NOS at a distorted geometry, with the ωB97M-V functional and the def2-TZVPD basis.

Atoms and positions in Å:
H -0.112 -0.339 2.254
N -0.749 0.129 2.096
C -1.234 0.405 0.995
O -0.703 0.086 -0.173
C 0.395 -0.746 -0.054
C -0.122 -1.945 -0.066
S -0.960 -3.225 0.110
H -2.140 1.051 0.961
H 1.204 -0.337 0.342

Calculated values
SMILES string: [H]/N=C\OC=C=S
Energy above the lowest of the compared OMol25 structures with the same formula, charge and spin: 100.9 kcal per mole
LUMO: -0.632 eV
Spin multiplicity: 1
Highest occupied orbital energy: -8.905 eV
Charge: 0

Atom charges from the Löwdin analysis, given in e for atoms 1 to 8: -0.1146 0.2083 -0.2979 -0.0396 -0.1912 -0.6210 0.8285 0.1441

---

Computed, not measured: the molecule C3H3NOS at a distorted geometry, with the ωB97M-V functional and the def2-TZVPD basis.

Atoms and positions in Å:
S -2.336 -0.329 -0.037
C -0.588 -0.106 -0.039
C 0.282 0.921 -0.022
N 1.581 0.405 -0.081
C 1.430 -0.846 0.027
O 0.140 -1.285 -0.056
H -2.728 0.881 0.115
H 0.081 2.000 0.028
H 2.138 -1.643 0.063

Calculated values
SMILES string: Sc1cnco1
Energy above the lowest of the compared OMol25 structures with the same formula, charge and spin: 11.6 kcal per mole
LUMO: 0.651 eV
Spin multiplicity: 1
Highest occupied orbital energy: -8.756 eV
Charge: 0

Atom charges from the Löwdin analysis, given in e for atoms 1 to 8: 0.8500 -0.6558 -0.1350 0.0898 -0.2142 -0.0121 -0.1694 0.1182

---

Computed, not measured: a cluster of 2 separate species, C3H3NOS in total at a distorted geometry, with the ωB97M-V functional and the def2-TZVPD basis.

Atoms and positions in Å:
C -0.907 -0.011 -1.802
C -1.339 -0.439 -0.690
S -1.716 -0.784 0.768
H 0.030 0.525 -1.729
H -1.215 -0.275 -2.731
N 1.265 0.337 2.305
C 1.385 -0.030 1.155
O 1.738 -0.516 0.153
H 0.759 1.194 2.570

Calculated values
SMILES string: C=C=S.N=C=O
Energy above the lowest of the compared OMol25 structures with the same formula, charge and spin: 29.5 kcal per mole
LUMO: -0.095 eV
Spin multiplicity: 1
Highest occupied orbital energy: -8.766 eV
Charge: 0

Atom charges from the Löwdin analysis, given in e for atoms 1 to 8: -0.0612 -0.7736 0.7790 0.0761 0.0319 0.1685 -0.4593 0.1405

---

Computed, not measured: the molecule C3H3NOS2 at a distorted geometry, with the ωB97M-V functional and the def2-TZVPD basis.

Atoms and positions in Å:
O -2.200 1.110 -0.103
C -1.016 1.221 0.050
N -0.034 0.042 0.064
C 1.359 0.208 -0.219
S 2.498 -0.915 -0.063
C -0.478 -1.341 0.212
S -1.853 -2.054 -0.138
H -0.344 2.157 0.052
H 1.622 1.329 -0.369
H 0.446 -1.755 0.514

Calculated values
SMILES string: O=CN(C=S)C=S
Energy above the lowest of the compared OMol25 structures with the same formula, charge and spin: 49.6 kcal per mole
LUMO: -0.944 eV
Spin multiplicity: 1
Highest occupied orbital energy: -8.850 eV
Charge: 0

Atom charges from the Löwdin analysis, given in e for atoms 1 to 8: 0.0683 -0.2093 -0.1591 -0.6725 0.7202 -0.7003 0.7546 0.1440

---

Computed, not measured: the molecule C3H3NOS2 at a distorted geometry, with the ωB97M-V functional and the def2-TZVPD basis.

Atoms and positions in Å:
O 3.478 -0.235 1.455
C 2.848 -0.071 0.468
S 2.552 1.021 -0.805
C 1.708 -0.531 -0.386
N 0.446 -0.561 0.097
C -0.086 0.562 0.562
S -1.601 0.900 1.190
H 1.943 -1.314 -1.065
H 0.708 1.378 0.612
H -1.631 2.123 1.726

Calculated values
SMILES string: O=C1S[C@@H]1/N=C/S
Energy above the lowest of the compared OMol25 structures with the same formula, charge and spin: 62.0 kcal per mole
LUMO: 0.240 eV
Spin multiplicity: 1
Highest occupied orbital energy: -9.020 eV
Charge: 0

Atom charges from the Löwdin analysis, given in e for atoms 1 to 8: 0.0945 -0.7200 0.9853 -0.5666 -0.0208 -0.6411 0.8356 0.1026

---

Computed, not measured: a structure of composition C3H3NOS3 at a distorted geometry, with the ωB97M-V functional and the def2-TZVPD basis.

Atoms and positions in Å:
C 1.240 0.206 0.084
C -1.247 1.020 -0.018
C -0.757 -1.369 0.776
H 0.454 1.939 0.846
H -0.052 -0.579 1.749
H -1.159 -2.479 1.258
N 0.099 0.993 0.508
O -1.777 2.149 -0.400
S 2.748 0.567 0.000
S -2.264 -0.480 -0.091
S 0.695 -1.473 -0.488

Calculated values
Energy above the lowest of the compared OMol25 structures with the same formula, charge and spin: 67.0 kcal per mole
LUMO: -0.519 eV
Spin multiplicity: 1
Highest occupied orbital energy: -9.207 eV
Charge: 0

Atom charges from the Löwdin analysis, given in e for atoms 1 to 8: -1.2224 -0.6876 -0.7049 0.1636 0.1842 0.0991 -0.1046 -0.0663

---

Computed, not measured: a cluster of 2 separate species, C3H3NS in total at a distorted geometry, with the ωB97M-V functional and the def2-TZVPD basis.

Atoms and positions in Å:
C -0.888 0.163 -1.223
C 0.208 0.755 -0.941
S 1.530 1.542 -0.717
H -1.349 -0.560 -0.693
H -1.370 0.547 -2.224
C 0.572 -0.831 1.847
N 0.071 -0.210 2.703
H 1.225 -1.407 1.248

Calculated values
SMILES string: C=C=S.C#N
Energy above the lowest of the compared OMol25 structures with the same formula, charge and spin: 35.9 kcal per mole
LUMO: -0.301 eV
Spin multiplicity: 1
Highest occupied orbital energy: -8.860 eV
Charge: 0

In elementary charge units, the Löwdin charges are: -0.0793 -0.8221 0.7465 0.0120 0.1251 -0.1015 0.0708 0.0485

---

Computed, not measured: the molecule C3H3NS at a distorted geometry, with the ωB97M-V functional and the def2-TZVPD basis.

Atoms and positions in Å:
C 1.249 -0.355 2.688
C 0.112 0.883 -0.850
C -0.617 -0.304 -1.019
N 1.192 0.259 1.732
S 0.864 1.418 0.402
H -0.115 -1.069 -0.561
H -1.049 -0.517 -1.953
H -1.637 -0.315 -0.438

Calculated values
Energy above the lowest of the compared OMol25 structures with the same formula, charge and spin: 75.8 kcal per mole
LUMO: -0.682 eV
Spin multiplicity: 1
Highest occupied orbital energy: -9.803 eV
Charge: 0

In elementary charge units, the Löwdin charges are: -0.1182 -0.5134 -0.2057 -0.3552 0.9455 0.0416 0.0526 0.1528

---

Computed, not measured: the molecule C3H3NS2 at a distorted geometry, with the ωB97M-V functional and the def2-TZVPD basis.

Atoms and positions in Å:
C -0.562 0.058 2.408
C 0.242 0.205 1.512
N 0.840 0.509 0.330
C 0.450 0.169 -0.836
S -0.920 -0.853 -1.365
S 1.587 0.608 -2.102
H -1.199 -0.001 3.206
H -1.080 -1.372 -0.103
H 0.642 0.677 -3.050

Calculated values
SMILES string: C#CN=C(S)S
Energy above the lowest of the compared OMol25 structures with the same formula, charge and spin: 46.2 kcal per mole
LUMO: 0.199 eV
Spin multiplicity: 1
Highest occupied orbital energy: -9.264 eV
Charge: 0

Atom charges from the Löwdin analysis, given in e for atoms 1 to 8: 0.1211 -0.2225 -0.0549 -1.0939 0.7428 0.7648 -0.0031 -0.1122

---

Computed, not measured: a cluster of 2 separate species, C3H3O2 in total at a distorted geometry, with the ωB97M-V functional and the def2-TZVPD basis.

Atoms and positions in Å:
C -0.396 0.249 -0.198
C 0.376 -0.866 -0.037
C -0.657 -3.075 -0.289
O -1.487 -2.906 -1.109
O -0.083 -3.761 0.525
H -0.045 1.371 -0.069
H -1.371 0.339 -0.555
H 1.304 -0.614 0.287

Calculated values
Energy above the lowest of the compared OMol25 structures with the same formula, charge and spin: 13.3 kcal per mole
LUMO (spin up / spin down): 4.348 / 4.348 eV
Spin multiplicity: 1
Highest occupied orbital energy (spin up / spin down): -2.771 / -2.771 eV
Charge: -1

In elementary charge units, the Löwdin charges are: -0.2402 -0.1464 -0.5611 0.0552 0.0087 0.0170 -0.0494 -0.0837

---

Computed, not measured: the ion C3H3O2 with charge +1 at a distorted geometry, with the ωB97M-V functional and the def2-TZVPD basis.

Atoms and positions in Å:
C -0.807 -0.657 0.074
C -0.741 0.716 0.080
C 1.213 -0.157 -0.071
O 0.471 -1.171 0.030
O 0.570 0.954 0.042
H -1.606 -1.252 0.156
H -1.504 1.572 0.128
H 2.405 -0.006 -0.438

Calculated values
Energy above the lowest of the compared OMol25 structures with the same formula, charge and spin: 25.6 kcal per mole
LUMO: -5.366 eV
Spin multiplicity: 1
Highest occupied orbital energy: -16.430 eV
Charge: +1

In elementary charge units, the Löwdin charges are: 0.0624 0.0422 -0.0772 0.2117 0.1483 0.1165 0.2053 0.2908

---

Computed, not measured: a structure of composition C3H3O2Pb at a distorted geometry, with the ωB97M-V functional and the def2-TZVPD basis.

Atoms and positions in Å:
C -1.469 -0.190 0.151
C -2.069 0.830 -0.487
H -3.109 0.782 -0.837
H -2.074 -1.109 0.207
H -1.564 1.785 -0.672
O 2.380 -0.426 0.738
C 3.301 -0.673 0.057
O 4.253 -0.976 -0.503
Pb 0.351 -0.023 1.346

Calculated values
Energy above the lowest of the compared OMol25 structures with the same formula, charge and spin: 11.5 kcal per mole
LUMO: -5.817 eV
Spin multiplicity: 1
Highest occupied orbital energy: -13.449 eV
Charge: +1

Atom charges from the Löwdin analysis, given in e for atoms 1 to 8: -0.4383 -0.1027 0.0734 0.0250 0.0487 -0.1264 -0.3150 0.3339

---

Computed, not measured: the ion C3H3O2S with charge +1 at a distorted geometry, with the ωB97M-V functional and the def2-TZVPD basis.

Atoms and positions in Å:
C -0.592 -0.725 0.228
C 0.322 0.278 -2.128
C 0.196 0.399 0.708
O 0.747 1.240 0.004
O 0.319 0.516 2.071
S -0.490 -0.931 -1.480
H -1.422 -1.289 0.662
H 1.310 0.388 -2.750
H -0.390 0.125 2.685

Calculated values
Energy above the lowest of the compared OMol25 structures with the same formula, charge and spin: 88.6 kcal per mole
LUMO (spin up / spin down): -7.921 / -7.810 eV
Spin multiplicity: 1
Highest occupied orbital energy (spin up / spin down): -15.095 / -15.096 eV
Charge: +1

Atom charges from the Löwdin analysis, given in e for atoms 1 to 8: -0.2202 -0.0789 -0.5280 0.1410 0.1250 1.1465 0.1001 0.1277